{"formula": "C24H54ClIN3O6P", "method": "ωB97M-V/def2-TZVPD", "species": ["C", "O", "C", "C", "C", "C", "C", "C", "C", "C", "C", "C", "C", "Cl", "O", "C", "O", "C", "C", "C", "I", "P", "N", "O", "H", "H", "H", "H", "H", "H", "H", "H", "H", "H", "H", "H", "H", "H", "H", "H", "H", "H", "H", "H", "H", "H", "H", "H", "H", "H", "H", "H", "H", "H", "H", "H", "C", "C", "C", "O", "C", "N", "H", "H", "H", "H", "H", "H", "H", "H", "H", "H", "H", "C", "C", "C", "O", "C", "N", "H", "H", "H", "H", "H", "H", "H", "H", "H", "H", "H"], "positions_angstrom": [[-2.4784, -2.4667, 4.1479], [-1.8994, -1.4954, 3.3071], [-2.3090, -0.1535, 3.5766], [-2.5499, 0.6270, 2.2792], [-1.4170, 1.5983, 1.9353], [-0.0695, 0.8722, 1.7145], [0.6744, 1.2618, 0.4205], [0.8743, 0.0924, -0.5603], [1.3221, -1.2288, 0.0970], [0.3393, -2.3986, -0.1011], [0.0955, -3.2112, 1.1866], [-1.3481, -3.7270, 1.3389], [-1.6157, -5.1557, 0.8966], [-0.9602, -5.4662, -0.7470], [-3.0118, -5.4560, 0.9148], [-3.9252, -4.6769, 0.2830], [-3.6543, -3.8524, -0.5414], [-5.3389, -4.9716, 0.7156], [-5.5845, -6.1285, 1.6757], [-7.0095, -6.1101, 2.2443], [-5.2309, -7.9824, 0.6689], [-0.7620, -6.5413, 1.9838], [-0.0761, -5.6538, 3.2590], [-2.0871, -7.1382, 2.7263], [-1.8054, -3.3280, 4.1816], [-2.5963, -2.0979, 5.1731], [-3.4599, -2.7882, 3.7721], [-1.5147, 0.3320, 4.1591], [-3.2153, -0.1656, 4.1916], [-2.6640, -0.0962, 1.4638], [-3.4945, 1.1752, 2.3576], [-1.3129, 2.3107, 2.7620], [-1.6868, 2.1599, 1.0365], [0.5792, 1.0702, 2.5739], [-0.2600, -0.2057, 1.7323], [0.0904, 2.0289, -0.0976], [1.6413, 1.7272, 0.6352], [1.6187, 0.3904, -1.3065], [-0.0606, -0.0559, -1.1102], [1.4846, -1.0760, 1.1675], [2.2974, -1.5070, -0.3175], [-0.6204, -2.0259, -0.4718], [0.7159, -3.0655, -0.8823], [0.2756, -2.5481, 2.0404], [0.8140, -4.0349, 1.2395], [-1.9964, -3.0455, 0.7900], [-1.6685, -3.6541, 2.3874], [-5.8800, -5.1660, -0.2176], [-5.7235, -4.0396, 1.1437], [-4.8745, -6.0829, 2.5026], [-7.3786, -5.0808, 2.2817], [-7.6981, -6.7097, 1.6489], [-7.0111, -6.4969, 3.2654], [0.9083, -5.4635, 3.1261], [-0.5506, -4.8225, 3.5884], [-2.5918, -6.4892, 3.2308], [1.5927, 6.9991, -2.3097], [1.8659, 6.2783, -0.9927], [1.5386, 4.7830, -1.0077], [0.1630, 4.4566, -0.9635], [-0.5327, 4.5825, -2.1867], [1.1987, 7.0026, 0.0933], [0.5341, 7.2297, -2.4282], [2.1312, 7.9461, -2.3329], [1.9123, 6.4004, -3.1652], [2.9437, 6.3410, -0.8073], [1.9568, 4.3437, -0.0971], [2.0141, 4.2827, -1.8602], [0.1017, 4.2958, -3.0314], [-0.9104, 5.5958, -2.3469], [-1.3864, 3.9060, -2.1424], [1.4924, 6.6225, 0.9875], [0.2032, 6.8054, 0.0384], [4.6496, 1.6949, -3.0797], [4.2657, 2.5213, -4.3038], [5.4496, 3.0645, -5.1087], [6.1385, 4.1449, -4.5155], [7.0613, 3.8014, -3.5018], [3.3363, 3.5770, -3.8881], [4.9360, 2.3296, -2.2408], [3.7967, 1.0996, -2.7541], [5.4766, 1.0168, -3.2974], [3.7208, 1.8589, -4.9838], [5.0603, 3.4622, -6.0491], [6.1526, 2.2570, -5.3568], [7.5866, 2.8718, -3.7442], [6.5847, 3.6955, -2.5241], [7.7880, 4.6102, -3.4426], [2.9583, 4.0403, -4.7096], [3.8799, 4.2966, -3.4166]], "mulliken_charge": [-0.733, -0.192, -0.717, -0.768, -0.795, 0.754, -0.243, -0.748, -1.076, -0.936, -0.805, 0.247, 0.933, -0.198, -0.070, 0.477, -0.549, -0.812, 0.047, -1.212, 0.068, -0.046, -0.509, -0.392, -0.009, 0.520, 0.341, 0.292, 0.578, 0.234, 0.443, 0.346, 0.305, 0.275, -0.651, -0.205, 0.468, -0.045, 0.438, 0.579, 0.637, 0.384, 0.654, 0.428, 0.387, 0.974, -1.856, 0.330, 0.294, 0.217, 0.344, 0.363, 0.344, 0.331, 0.190, 0.313, -1.417, 0.350, -0.299, -0.336, -0.787, -0.746, 0.317, 0.386, 0.274, 0.423, 0.288, 0.139, 0.289, 0.265, 0.284, 0.281, 0.319, -1.169, 0.207, -0.768, -0.371, -0.624, -0.451, 0.284, 0.080, 0.372, 0.375, 0.351, 0.425, 0.297, 0.213, 0.261, 0.244, 0.273], "gap_ev": 9.36, "homo_ev": -9.055, "de_lowest_kj_mol": 0.0, "smiles": "COCCCCCCCCCC[C@](Cl)(OC(=O)C[C@@H](C)I)P(N)O.COC[C@@H](C)N.COC[C@@H](C)N", "lumo_ev": 0.3}